1.
Computed, not measured: a structure of composition C19H20BrNOS, with wB97M-V/def2-TZVPD.

```
43
Properties=species:S:1:pos:R:3:nbo_charge:R:1
H 0.51 -1.80 6.18 0.21
H 1.89 -1.71 8.23 0.21
C -8.06 1.06 5.60 -0.21
C -1.47 -1.15 2.39 -0.23
C -6.37 0.03 4.20 -0.19
C -0.03 1.26 1.92 -0.25
C -0.14 -1.21 1.97 -0.24
H 0.70 -0.07 6.61 0.21
H -1.88 -0.30 9.05 0.20
N -1.17 -0.88 7.07 -0.38
O 0.16 -2.54 8.86 -0.53
C 0.29 -1.03 6.96 -0.23
H -8.49 0.10 3.72 0.22
H -7.30 2.02 7.42 0.22
C -7.70 0.36 4.44 -0.20
C -1.83 -0.28 6.06 0.14
H -6.16 -0.55 3.29 0.23
C -5.71 1.29 6.17 -0.20
C -3.98 -0.01 4.99 -0.12
H -3.58 -0.80 4.25 0.26
C -5.34 0.44 5.08 -0.10
C -3.18 0.06 6.13 -0.44
C -1.86 -1.17 8.35 -0.26
C 0.84 -1.40 8.34 -0.08
H -3.62 0.32 7.10 0.23
H 0.78 -0.51 9.00 0.17
H 0.36 -2.17 1.77 0.23
H -1.25 -0.06 5.14 0.22
S -3.78 0.33 2.73 -0.03
C -1.36 1.32 2.34 -0.20
H -2.00 -2.06 2.72 0.22
C 0.57 -0.01 1.84 -0.08
C -2.12 0.12 2.46 -0.24
H -9.09 1.31 5.81 0.21
Br 2.46 -0.08 1.41 0.02
H -4.92 1.71 6.81 0.21
H 0.54 2.16 1.70 0.23
C -7.06 1.50 6.48 -0.21
C -1.24 -2.39 9.08 -0.07
H -2.90 -1.43 8.13 0.23
H -1.75 -3.32 8.75 0.19
H -1.82 2.27 2.65 0.23
H -1.44 -2.30 10.18 0.18
```

## Properties
gap between HOMO and LUMO: 5.75 eV
HOMO energy: -6.51 eV

=====

2.
Computed, not measured: the molecule C4H5NO2, with wB97M-V/def2-TZVPD.

```
12
Properties=species:S:1:pos:R:3:nbo_charge:R:1
C 0.06 -1.58 -0.59 -0.42
N 0.29 0.66 -0.31 -0.11
H -0.07 2.56 0.59 0.22
C -1.23 -1.02 -0.84 0.72
O -1.08 0.41 -0.73 -0.36
H -0.38 1.12 1.63 0.20
H 0.32 -2.61 -0.66 0.25
H 1.33 1.61 1.25 0.21
C 0.87 -0.59 -0.19 0.05
C 0.29 1.55 0.87 -0.43
H 1.88 -0.62 0.19 0.22
O -2.28 -1.50 -1.20 -0.56
```

## Properties
ΔE to the lowest compared entry with this formula, charge and spin: 1.974 eV
SMILES: Cn1ccc(=O)o1
gap between HOMO and LUMO: 9.86 eV
HOMO energy: -9.28 eV

=====

3.
Computed, not measured: a structure of composition C9H7ClINOS, with wB97M-V/def2-TZVPD.

```
21
Properties=species:S:1:pos:R:3:nbo_charge:R:1
H -1.41 -1.83 1.11 0.25
C 0.36 -0.91 0.36 -0.23
C 0.38 -2.87 -1.58 -0.18
H 0.87 3.61 1.23 0.19
I 2.89 0.51 -0.45 0.17
S 0.35 0.42 1.59 1.33
C -0.54 1.63 -0.77 0.17
H -0.62 4.27 0.37 0.20
H -1.41 -3.59 -0.66 0.22
C -0.63 -2.85 -0.63 -0.19
C -0.64 -1.87 0.35 -0.23
H -0.73 3.76 2.14 0.20
O -0.45 -0.05 2.71 -0.95
H 2.19 -1.94 -2.28 0.23
C 1.39 -1.92 -1.55 -0.24
C 1.37 -0.95 -0.57 -0.17
N -0.24 1.83 -1.87 -0.29
C -0.19 3.78 1.22 -0.39
Cl -2.48 1.21 1.04 0.10
C -0.85 1.38 0.55 -0.43
H 0.39 -3.63 -2.34 0.22
```

## Properties
ΔE to the lowest compared entry with this formula, charge and spin: 1.601 eV
gap between HOMO and LUMO (alpha / beta): 7.19 / 7.18 eV
HOMO energy (alpha / beta): -8.67 / -8.67 eV

=====

4.
Computed, not measured: a cluster of 2 separate species, CH3N2P in total, with wB97M-V/def2-TZVPD.

```
7
Properties=species:S:1:pos:R:3:nbo_charge:R:1
H 0.35 -0.73 1.90 -0.04
N -1.85 1.26 1.08 -0.29
N 0.78 -0.06 -1.09 -1.12
H 1.16 0.63 -0.45 0.41
C -1.34 0.50 0.39 -0.14
H 1.54 -0.79 -1.21 0.40
P -0.65 -0.81 -0.63 0.79
```

## Properties
ΔE to the lowest compared entry with this formula, charge and spin: 3.081 eV
gap between HOMO and LUMO (alpha / beta): 9.36 / 7.31 eV
HOMO energy (alpha / beta): -10.59 / -8.30 eV

=====

- Number 2 is which compound?
  C4H5NO2

=====

Repeat the second record exactly.
Computed, not measured: the molecule C4H5NO2, with wB97M-V/def2-TZVPD.

```
12
Properties=species:S:1:pos:R:3:nbo_charge:R:1
C 0.06 -1.58 -0.59 -0.42
N 0.29 0.66 -0.31 -0.11
H -0.07 2.56 0.59 0.22
C -1.23 -1.02 -0.84 0.72
O -1.08 0.41 -0.73 -0.36
H -0.38 1.12 1.63 0.20
H 0.32 -2.61 -0.66 0.25
H 1.33 1.61 1.25 0.21
C 0.87 -0.59 -0.19 0.05
C 0.29 1.55 0.87 -0.43
H 1.88 -0.62 0.19 0.22
O -2.28 -1.50 -1.20 -0.56
```

## Properties
ΔE to the lowest compared entry with this formula, charge and spin: 1.974 eV
SMILES: Cn1ccc(=O)o1
gap between HOMO and LUMO: 9.86 eV
HOMO energy: -9.28 eV

=====

What did the first record say?
Computed, not measured: a structure of composition C19H20BrNOS, with wB97M-V/def2-TZVPD.

```
43
Properties=species:S:1:pos:R:3:nbo_charge:R:1
H 0.51 -1.80 6.18 0.21
H 1.89 -1.71 8.23 0.21
C -8.06 1.06 5.60 -0.21
C -1.47 -1.15 2.39 -0.23
C -6.37 0.03 4.20 -0.19
C -0.03 1.26 1.92 -0.25
C -0.14 -1.21 1.97 -0.24
H 0.70 -0.07 6.61 0.21
H -1.88 -0.30 9.05 0.20
N -1.17 -0.88 7.07 -0.38
O 0.16 -2.54 8.86 -0.53
C 0.29 -1.03 6.96 -0.23
H -8.49 0.10 3.72 0.22
H -7.30 2.02 7.42 0.22
C -7.70 0.36 4.44 -0.20
C -1.83 -0.28 6.06 0.14
H -6.16 -0.55 3.29 0.23
C -5.71 1.29 6.17 -0.20
C -3.98 -0.01 4.99 -0.12
H -3.58 -0.80 4.25 0.26
C -5.34 0.44 5.08 -0.10
C -3.18 0.06 6.13 -0.44
C -1.86 -1.17 8.35 -0.26
C 0.84 -1.40 8.34 -0.08
H -3.62 0.32 7.10 0.23
H 0.78 -0.51 9.00 0.17
H 0.36 -2.17 1.77 0.23
H -1.25 -0.06 5.14 0.22
S -3.78 0.33 2.73 -0.03
C -1.36 1.32 2.34 -0.20
H -2.00 -2.06 2.72 0.22
C 0.57 -0.01 1.84 -0.08
C -2.12 0.12 2.46 -0.24
H -9.09 1.31 5.81 0.21
Br 2.46 -0.08 1.41 0.02
H -4.92 1.71 6.81 0.21
H 0.54 2.16 1.70 0.23
C -7.06 1.50 6.48 -0.21
C -1.24 -2.39 9.08 -0.07
H -2.90 -1.43 8.13 0.23
H -1.75 -3.32 8.75 0.19
H -1.82 2.27 2.65 0.23
H -1.44 -2.30 10.18 0.18
```

## Properties
gap between HOMO and LUMO: 5.75 eV
HOMO energy: -6.51 eV